Entry from the Open Molecules 2025 dataset: a 2-piece molecular cluster, C4H11NPS overall (ωB97M-V with the def2-TZVPD basis set).

The geometry in XYZ format:
```
18
Properties=species:S:1:pos:R:3:forces:R:3
C 1.889340 -0.099912 0.143126 -1.12 0.61 -0.27
C 2.109165 -1.310719 0.951798 -1.34 -1.32 -2.38
C -1.291695 0.751054 0.677859 -2.97 -1.78 -0.88
C -0.555593 0.526189 -0.513448 2.56 -2.95 -0.91
N -0.914803 -0.850395 -1.224816 -1.58 1.16 1.89
P 2.805502 1.178263 -0.254475 0.36 1.01 -0.09
S -3.158115 0.903100 0.275316 -0.08 0.35 -0.14
H 2.890311 -1.199784 1.612643 0.91 0.99 2.64
H 1.140057 -1.682881 1.257395 -0.01 0.05 1.18
H 2.553164 -2.216322 0.523985 -0.32 0.12 -1.43
H -1.119291 1.574177 1.230081 1.28 2.97 1.46
H -1.284535 -0.066628 1.370893 0.09 -0.66 0.26
H -0.447788 1.222560 -1.314890 0.18 0.63 -0.10
H -0.610823 -1.762170 -0.688399 -1.25 2.29 -1.34
H -0.549803 -0.823871 -2.145570 1.26 -0.32 -0.98
H -1.956926 -0.644821 -1.452147 1.17 -1.44 1.13
H 1.845160 2.249497 -0.469447 0.23 -0.75 -0.20
H -3.343329 2.252657 0.020090 0.63 -0.97 0.17
```
Forces are in eV/Å.

As for the LUMO energy (alpha / beta): -4.74 / -4.39 eV. The calculation puts the strongest force on any atom at 4.016 eV/Å. Its total charge is +1. The energy relative to the best compared isomer or geometry (same formula, charge and spin) comes out at 132.4 kcal/mol.